The following is a quantum chemistry calculation of a molecular structure, C38H66Br2F11NNbO11P2, from OMol25.

Structure (XYZ):
```
132
Properties=species:S:1:pos:R:3:forces:R:3:lowdin_charge:R:1
C -4.118539 -4.109248 -3.804662 0.31 -0.32 -0.10 -0.122
C -2.799076 -4.855403 -3.611159 -0.58 0.28 -0.30 -0.253
C -2.849945 -5.806851 -2.408314 1.21 0.65 -0.53 -0.200
C -2.082315 -5.210995 -1.228482 -0.99 0.14 0.19 -0.212
C -2.649518 -5.579124 0.139217 0.73 0.83 -0.44 -0.204
C -1.716987 -5.051147 1.216263 -0.65 -0.57 0.74 -0.204
C -2.386872 -4.910333 2.590297 0.23 -0.11 -0.38 -0.211
C -2.880812 -3.512917 2.904179 -0.18 -0.39 0.13 -0.209
C -1.762734 -2.511643 3.102218 -0.50 -0.29 0.26 -0.208
C -2.290216 -1.154280 3.513369 0.47 0.48 -0.09 -0.212
C -1.257315 -0.047466 3.338060 0.17 -0.38 -0.90 -0.207
C -1.156334 0.314566 1.849985 -0.50 0.28 0.77 -0.250
C -0.207571 1.468191 1.568645 0.85 -0.40 0.48 -0.304
C 0.879247 1.217562 0.502498 -0.75 0.39 -0.23 -0.353
Nb 0.318525 0.433804 -1.520176 -1.24 0.47 0.91 1.460
C 0.428179 -1.671628 -0.696423 1.65 0.37 -0.21 -0.307
C 1.521657 -1.959561 0.349121 -0.88 -0.18 0.46 -0.289
C 1.695275 -3.448938 0.592114 -0.18 0.06 -0.28 -0.271
O 2.681938 -4.036470 -0.242459 0.13 -0.16 0.10 -0.069
C -1.928916 0.706338 -1.222681 -0.51 0.07 0.52 -0.763
Br -2.660269 2.416518 -0.636727 0.35 -0.19 -0.22 0.647
C -2.830673 -0.239141 -1.477647 0.02 0.32 -0.17 -0.854
C -2.552095 -1.613289 -1.965592 -0.39 -0.38 0.27 -0.197
Br -4.747197 -0.009942 -1.286790 0.10 0.00 0.06 0.637
N -0.045190 -0.254626 -3.567126 0.44 0.16 -0.90 -0.052
C 0.812409 -1.217456 -4.095726 -0.42 -3.21 0.01 -0.570
O 0.627931 -2.430363 -4.021183 0.55 3.05 -0.11 0.096
F 1.913921 -0.763185 -4.716017 -0.44 -0.03 0.19 0.085
C -0.465177 0.670781 -4.510243 1.45 0.79 -2.60 -0.616
O 0.135429 1.079843 -5.506648 -1.80 -0.97 2.52 0.078
F -1.732149 1.054110 -4.279952 0.46 -0.02 0.02 0.084
P 2.868306 0.289069 -1.918589 -0.45 0.25 -0.60 0.697
O 3.729471 1.060838 -0.711574 -0.24 -0.54 0.27 -0.367
O 3.362136 -1.312191 -1.989197 0.09 0.20 0.65 -0.378
P 0.529293 2.835525 -2.509945 0.67 -1.11 0.27 0.845
C 2.142089 3.217927 -3.316289 -0.61 1.71 -0.57 -0.496
C 2.048993 4.549292 -4.135879 -0.21 -0.58 0.27 -0.148
C 0.387190 4.137210 -1.222755 0.15 0.83 -0.25 -0.515
C -0.544267 5.301572 -1.598274 0.49 -0.30 0.31 -0.178
H -4.003629 -3.258423 -4.460599 0.05 0.37 -0.13 0.066
H -4.840336 -4.760803 -4.280908 -0.39 -0.22 0.10 0.066
H -4.494906 -3.777015 -2.845551 -0.28 0.17 0.17 0.064
H -2.016705 -4.112783 -3.504129 0.40 -0.01 0.15 0.089
H -2.592083 -5.386250 -4.533228 0.18 -0.21 -0.20 0.097
H -2.331558 -6.707941 -2.713283 -0.35 -0.62 0.16 0.102
H -3.886873 -5.982533 -2.157289 -0.26 -0.38 0.17 0.103
H -2.165741 -4.129342 -1.300461 0.18 0.10 0.00 0.073
H -1.025667 -5.433270 -1.283283 0.37 -0.19 -0.11 0.121
H -2.770273 -6.652207 0.217469 -0.29 -0.29 0.21 0.113
H -3.597842 -5.059288 0.234986 -0.51 -0.24 0.04 0.114
H -1.322485 -4.088252 0.922911 0.30 0.16 -0.24 0.076
H -0.916362 -5.771057 1.320302 0.60 0.07 -0.14 0.114
H -3.199200 -5.623393 2.655230 -0.33 -0.19 0.03 0.096
H -1.689607 -5.210667 3.358835 0.28 0.05 0.20 0.084
H -3.584459 -3.190021 2.138786 -0.07 0.22 -0.23 0.118
H -3.450793 -3.570833 3.829171 -0.26 0.10 0.23 0.104
H -1.161967 -2.470679 2.201310 0.26 0.21 -0.16 0.091
H -1.145968 -2.894477 3.909934 0.46 -0.09 0.08 0.120
H -3.135311 -0.900794 2.882538 -0.44 0.05 -0.01 0.110
H -2.617582 -1.182232 4.546437 -0.28 -0.16 0.26 0.106
H -0.275593 -0.424453 3.616714 0.24 0.07 0.49 0.111
H -1.492106 0.836953 3.915912 -0.06 0.23 0.28 0.105
H -2.165786 0.572114 1.550564 -0.24 0.01 -0.40 0.075
H -0.883279 -0.596240 1.336739 0.16 -0.03 -0.44 0.066
H -0.727064 2.401304 1.417363 -0.41 0.18 -0.38 0.044
H 0.327054 1.643792 2.505695 0.20 0.09 0.22 0.092
H 1.375947 2.170516 0.336677 0.19 0.24 -0.15 0.010
H 1.658932 0.634063 0.977468 0.19 -0.52 -0.17 0.033
H -0.513872 -1.972663 -0.244582 -0.48 0.26 -0.01 0.024
H 0.587183 -2.389194 -1.503412 -0.03 0.02 -0.42 0.047
H 2.465410 -1.477915 0.130605 0.23 -0.01 -0.05 0.065
H 1.178476 -1.538415 1.289808 0.02 0.27 0.29 0.082
H 0.738496 -3.921110 0.383027 -0.19 -0.23 -0.07 0.080
H 1.903109 -3.669381 1.635168 0.44 -0.04 0.25 0.107
H 2.964268 -3.347906 -0.849768 0.11 0.13 -0.23 0.048
H -2.636543 -2.300216 -1.127272 -0.02 -0.09 0.23 0.064
H -1.588693 -1.767163 -2.421636 0.35 0.21 -0.09 0.041
H -3.321676 -1.920519 -2.659725 -0.08 0.05 -0.28 0.033
H 4.226872 1.747481 -1.150885 0.36 0.17 -0.07 0.003
H 4.152535 -1.340000 -2.527632 0.21 -0.18 -0.27 0.028
H 2.897123 3.386526 -2.557964 0.29 -0.44 0.31 0.039
H 2.431837 2.441849 -4.000412 0.07 -0.59 0.11 0.028
H 1.031294 4.909868 -4.156568 -0.34 0.19 -0.06 0.037
H 2.656412 5.332401 -3.699342 0.25 0.19 0.00 0.040
H 2.333500 4.377255 -5.164812 0.27 0.11 -0.24 0.062
H 0.082914 3.783735 -0.249588 -0.07 -0.57 0.11 0.018
H 1.374341 4.567687 -1.087226 0.36 -0.08 0.17 0.046
H -0.041468 5.975537 -2.277785 -0.05 0.17 -0.41 0.050
H -1.467832 4.940083 -2.021770 -0.34 0.02 -0.17 0.032
H -0.748250 5.861174 -0.692295 -0.26 0.23 0.19 0.061
C -6.262021 -8.165153 6.832518 0.24 -0.10 -0.07 -0.061
C -5.966243 -6.689259 6.988033 -0.50 -0.11 0.07 -0.198
O -4.553013 -6.451141 7.113724 0.06 0.10 0.17 0.031
C -3.870682 -6.425670 5.977825 -0.23 0.02 0.20 -0.397
O -4.316724 -6.582261 4.885040 0.14 -0.05 -0.34 0.176
C -2.395957 -6.112071 6.288799 0.42 0.04 0.10 -0.553
F -1.961559 -6.828205 7.331772 -0.04 -0.16 0.12 0.164
F -2.260540 -4.820695 6.604729 -0.13 0.21 0.00 0.171
F -1.601539 -6.369123 5.261489 -0.11 -0.19 -0.05 0.173
H -5.825364 -8.729581 7.656850 -0.07 0.03 0.06 0.082
H -7.337978 -8.334581 6.819901 -0.02 0.03 0.01 0.081
H -5.840199 -8.553592 5.906506 -0.06 0.05 -0.05 0.078
H -6.407044 -6.306659 7.905725 0.17 0.04 0.08 0.124
H -6.368360 -6.108741 6.159332 0.15 -0.01 -0.10 0.126
C 2.997380 5.086626 4.512397 0.18 -0.03 -0.23 -0.058
C 2.081654 6.198109 4.048526 -0.13 -0.20 0.51 -0.195
O 2.643014 6.902588 2.923363 0.02 0.21 -0.01 0.034
C 2.473784 6.316184 1.748060 0.01 0.13 0.31 -0.403
O 1.918519 5.286481 1.539670 -0.16 -0.35 -0.24 0.185
C 3.075913 7.189774 0.637228 0.13 0.12 -0.16 -0.552
F 4.287275 7.649571 0.969727 0.14 -0.01 0.07 0.162
F 2.294021 8.247114 0.398564 -0.16 0.11 0.03 0.171
F 3.192698 6.500717 -0.489657 0.02 -0.14 -0.16 0.167
H 3.990772 5.478991 4.732793 -0.03 0.04 0.09 0.082
H 2.595805 4.617899 5.409693 -0.03 0.02 0.01 0.083
H 3.106440 4.322251 3.743995 -0.10 -0.03 0.01 0.080
H 1.962400 6.947086 4.828270 0.09 0.14 -0.11 0.123
H 1.091970 5.821872 3.794337 0.04 -0.03 -0.18 0.127
C 6.343489 6.233628 -2.938714 0.17 -0.05 -0.24 -0.052
C 5.429104 7.339585 -3.416630 -0.15 -0.22 0.51 -0.191
O 5.972550 8.001473 -4.577472 0.02 0.22 0.04 0.034
C 5.776476 7.397851 -5.737293 -0.02 0.08 0.31 -0.410
O 5.204504 6.370744 -5.923752 -0.11 -0.27 -0.22 0.182
C 6.375957 8.253551 -6.865270 0.10 0.01 -0.10 -0.559
F 7.592887 8.701604 -6.544747 0.15 0.05 0.05 0.165
F 5.596268 9.313866 -7.102369 -0.13 0.15 0.01 0.168
F 6.475666 7.554028 -7.985633 -0.02 -0.14 -0.15 0.177
H 7.346360 6.621124 -2.755600 -0.03 0.04 0.10 0.082
H 5.957688 5.799909 -2.017034 -0.04 0.02 0.01 0.078
H 6.426355 5.443949 -3.684667 -0.10 -0.03 0.02 0.080
H 5.337536 8.111058 -2.655603 0.08 0.15 -0.13 0.124
H 4.428726 6.967251 -3.632125 0.04 -0.02 -0.19 0.110
```
Forces are in eV/Å.

The charge is -1. For the electronic energy, the calculation gives -9356.20365 a.u.